[1]
{
  "formula": "C4H6N2O",
  "method": "the ωB97M-V functional and the def2-TZVPD basis",
  "largest_force_ev_per_a": 1.17,
  "smiles": "[H]/N=C(\\C#N)OCC",
  "multiplicity": 1,
  "e_tot_ha": -340.71761,
  "gap_ev": 11.15,
  "symbols": ["H", "N", "C", "C", "N", "O", "C", "C", "H", "H", "H", "H", "H"],
  "positions_angstrom": [[-2.374, -2.044, -0.726], [-1.616, -1.714, -1.321], [-0.882, -0.912, -0.671], [-1.256, -0.624, 0.722], [-1.694, -0.536, 1.790], [0.223, -0.415, -1.226], [0.896, 0.745, -0.702], [1.077, 0.768, 0.807], [1.863, 0.699, -1.207], [0.376, 1.639, -1.066], [1.747, -0.032, 1.131], [1.496, 1.723, 1.107], [0.144, 0.703, 1.359]],
  "lowdin_charge": [0.0710, 0.1871, -0.4474, -0.1562, 0.1797, -0.0178, -0.1962, -0.0785, 0.1235, 0.1254, 0.0944, 0.0850, 0.0300]
}

---

[2]
{
  "formula": "C4H6N2O",
  "method": "the ωB97M-V functional and the def2-TZVPD basis",
  "largest_force_ev_per_a": 8.91,
  "multiplicity": 1,
  "e_tot_ha": -340.59013,
  "gap_ev": 8.68,
  "symbols": ["C", "C", "C", "C", "H", "H", "H", "H", "H", "H", "N", "N", "O"],
  "positions_angstrom": [[0.587, 1.490, -1.027], [-1.750, -0.341, 0.804], [-0.559, -1.296, 0.960], [0.376, -0.789, 0.129], [-0.078, 2.350, -0.887], [0.765, 1.206, -2.149], [1.628, 1.494, -0.516], [-2.752, -0.760, 1.514], [-0.471, -2.240, 1.633], [2.155, -0.653, -0.097], [0.022, 0.440, -0.235], [-1.375, 0.775, 0.163], [1.452, -1.674, -0.291]],
  "lowdin_charge": [-0.0522, -0.1576, -0.0595, -0.4427, 0.0819, 0.1155, 0.1021, 0.1682, 0.1260, 0.2604, -0.1778, 0.0656, -0.0299]
}

---

[3]
{
  "formula": "C4H6N2O",
  "method": "the ωB97M-V functional and the def2-TZVPD basis",
  "largest_force_ev_per_a": 0.46,
  "multiplicity": 1,
  "e_tot_ha": -340.62342,
  "gap_ev": 8.19,
  "symbols": ["N", "C", "C", "O", "C", "C", "N", "H", "H", "H", "H", "H", "H"],
  "positions_angstrom": [[1.780, 0.789, 0.202], [0.439, 0.366, 0.068], [-0.178, -0.945, 0.021], [0.592, -2.062, 0.031], [-1.594, -0.880, -0.269], [-1.749, 0.477, -0.397], [-0.563, 1.220, -0.219], [2.223, 0.769, -0.715], [2.295, 0.137, 0.785], [-0.052, -2.787, -0.009], [-0.062, -0.351, 1.162], [-2.646, 1.052, -0.609], [-0.486, 2.213, -0.050]],
  "lowdin_charge": [0.1141, -0.3620, -0.4294, 0.0360, -0.0412, -0.1777, 0.0680, 0.0995, 0.0938, 0.1106, 0.2469, 0.0867, 0.1548]
}

---

no.,HOMO level (eV)
1,-10.7
2,-8.7
3,-7.7